No. 1
ORCA calculation (ωB97M-V with the def2-TZVPD basis set) on a cluster of 9 separate species, C26H60FN3O12S9 in total at a distorted geometry.

Structure (XYZ):
```
111
Properties=species:S:1:pos:R:3:forces:R:3
C -0.922099 1.031610 4.125167 0.0 -0.1 -0.1
O 2.588480 3.682007 1.549106 -3.1 -3.0 -3.4
H 0.655685 -2.857747 -3.624616 -1.3 -0.1 1.2
O -1.486558 -1.143017 7.414305 -0.3 -0.3 -0.1
O 2.519194 2.943116 -0.682575 -1.4 -0.8 2.3
H 1.676037 1.644567 -2.319457 0.9 0.4 1.5
H -2.792366 2.475898 5.735151 0.1 0.0 -0.1
O 0.663107 2.416634 0.751400 1.9 2.0 -1.0
H -0.929465 -0.018521 0.606289 -1.0 0.9 -0.9
C -1.027299 1.560035 -1.087259 0.1 0.2 0.1
H 4.118766 2.685540 3.409465 0.0 0.0 0.0
H 6.867205 3.300584 4.755385 -0.1 -0.1 0.0
C 2.354171 -5.438457 -6.952849 -0.1 0.0 0.0
H 5.258713 -6.760129 -2.197538 -0.1 0.0 -0.1
O -3.018634 0.996405 2.470519 -0.2 0.0 0.8
H -3.190972 -2.573792 9.358269 0.1 0.0 -0.1
O 6.034844 0.744929 5.738711 -0.2 0.4 -0.2
H -8.287593 2.194443 3.426627 0.1 -0.1 0.0
H 4.091209 5.231561 -6.147433 -0.1 0.0 0.1
H -4.140718 5.741966 -0.365498 -0.1 -0.1 0.0
S 3.387782 -6.470905 -3.676283 0.0 0.0 0.1
H 4.078376 -2.070403 -1.072726 -1.7 0.7 0.4
H -7.866236 1.171906 2.031417 0.1 0.0 0.1
H 4.985527 3.704223 -5.881306 -0.1 0.0 0.1
C -7.907582 1.218975 3.120991 -0.1 -0.1 0.0
H -5.154276 6.343684 -1.699047 0.0 -0.1 0.0
H 2.938857 -5.917440 -1.383110 0.0 0.0 -0.1
H 4.500107 -8.326372 -2.615737 0.0 0.0 0.0
H -0.225868 -4.360767 -6.598709 0.1 0.0 0.0
C 4.005881 4.146299 -6.070810 0.1 -0.1 -0.1
H -1.837335 2.327108 -1.396349 1.5 -1.1 0.7
H 3.602516 3.748704 -7.002765 0.0 0.0 0.1
H 4.847870 3.993766 -3.384012 -0.1 0.0 -0.1
H -0.189530 0.886887 3.329605 -0.1 0.1 0.0
H -4.177826 -1.523851 8.311961 0.1 0.0 -0.1
O -0.812078 -1.500327 -2.680198 -0.8 -2.9 1.9
C -0.191143 -2.767276 -2.864247 -2.5 -1.2 2.9
H -4.877805 3.934380 -3.666605 0.0 0.0 0.1
H -6.363739 3.021517 -3.304773 0.1 0.0 0.1
H -2.627757 -2.048161 4.841218 0.0 -0.1 0.1
H -6.415556 4.799993 -3.366793 0.0 0.0 0.1
N -0.770535 -3.729049 -1.986101 1.7 3.5 -3.0
C -5.807312 3.935553 -3.094695 0.0 0.0 -0.1
S 2.091522 -3.770794 -6.316712 0.0 -0.1 -0.2
C 3.107431 -0.040783 -0.755836 -0.3 -0.5 0.3
O 2.913523 2.239116 -4.555732 0.1 0.3 0.1
C 2.414734 -6.482288 -2.156182 -0.1 0.0 0.0
C 1.732167 1.799482 -1.191465 -1.2 0.9 1.9
H 0.462516 -3.617337 -8.074131 0.1 0.0 0.1
H 1.584877 -6.110161 -6.569921 0.1 0.1 0.1
O -4.477631 2.885430 -1.035471 -0.2 0.3 -0.2
C 3.042765 -1.663910 -0.755435 1.5 0.3 1.0
H -5.009912 -1.005272 3.500883 0.0 0.2 -0.1
H 3.351670 4.275437 -2.459708 0.0 0.0 -0.1
H -3.868537 -1.234889 5.827224 0.0 0.0 0.1
H -0.474491 1.624002 4.924672 -0.1 0.0 0.0
H 5.542473 -7.492762 -3.795158 -0.1 0.1 0.0
H 4.323691 1.346185 -2.127171 0.3 -1.1 1.4
C 0.305247 2.312245 -0.642916 0.7 0.3 -0.7
C 6.012220 3.393788 5.427516 0.1 0.1 0.0
H -0.779549 0.982211 -2.057263 -0.2 0.8 1.7
C 3.858599 4.454922 -3.408814 0.0 0.0 0.1
C -3.609178 -2.454475 8.358155 -0.1 0.1 0.1
S 5.072669 1.851654 5.450045 0.2 -0.2 0.0
S -2.247988 -2.406527 7.172638 0.1 0.2 0.0
C -4.504333 5.530140 -1.371628 0.1 0.1 0.0
H -4.275559 2.387694 4.758645 0.2 0.0 0.0
C 1.970684 3.057324 0.662855 1.9 1.8 1.1
C 4.724035 1.817907 3.678659 0.0 0.1 -0.1
C -3.279014 -2.146335 5.710981 0.0 0.1 0.0
H 2.250526 -7.509561 -1.825614 0.1 0.0 -0.1
O 1.969359 -3.871915 -4.826687 -0.2 0.0 -0.2
C 4.499784 0.587894 -1.272210 -0.9 -0.1 -0.3
H 4.168767 0.906577 3.453645 0.0 0.0 0.1
H -8.563450 0.436615 3.506868 0.1 0.0 0.0
H 5.166124 -0.259648 -1.658228 -0.9 1.4 0.7
S -6.243984 1.017420 3.795456 -0.2 -0.2 -0.1
S -2.341080 1.916094 3.442513 0.1 0.0 0.4
S -2.898846 -0.497715 -0.869382 1.9 -0.7 -0.4
H -6.761145 -1.322423 3.547849 0.0 0.1 0.1
H 2.877710 -2.083681 0.309283 -0.1 0.8 -1.8
H -3.655006 5.430757 -2.050074 -0.1 -0.1 0.0
C -1.754704 -1.747785 -1.656267 0.1 -3.1 1.4
H 3.332779 -5.784489 -6.620753 -0.1 0.1 0.0
N 2.070512 0.649652 -0.311738 1.1 -2.3 -4.2
N -1.748924 -3.131186 -1.222157 1.4 5.3 -3.0
H 6.367300 3.595783 6.438723 -0.1 -0.1 0.0
C 4.811750 -7.352589 -2.997755 0.0 -0.2 0.0
H 0.041497 -2.601157 -6.674238 0.1 0.0 0.0
H -1.237306 0.060020 4.509220 -0.1 0.1 0.0
H 2.281323 -2.073256 -1.498079 0.8 0.9 1.2
C -3.317314 1.911799 4.962248 0.0 0.1 0.0
H -4.258096 -3.303265 8.134830 0.1 0.0 0.0
O 2.714366 -7.388940 -4.646875 0.2 0.0 0.3
H 3.948817 5.530417 -3.571807 -0.1 -0.1 -0.1
H 4.966318 1.124045 -0.360194 -0.7 -0.9 -1.6
H -3.486526 0.887111 5.295229 0.1 0.1 -0.1
H -2.252398 1.285869 0.780384 0.6 -1.4 -1.3
C 0.424960 -3.574114 -6.984420 -0.1 0.0 0.1
H -3.938466 -3.005037 5.573201 0.1 0.0 0.0
O -6.371182 0.922084 5.283612 -0.1 -0.1 -0.3
H 5.365360 4.210675 5.102358 0.0 -0.1 0.0
H 5.658685 1.822021 3.114931 0.0 0.0 0.1
C -5.986456 -0.654950 3.165151 0.0 -0.1 0.0
C -1.683354 0.623169 0.038706 0.9 0.6 -0.9
H 2.328988 -5.419580 -8.044202 0.0 0.2 0.0
F 0.242444 3.692208 -1.074224 -0.7 -1.6 0.0
S -5.442830 3.988155 -1.326248 0.2 -0.2 0.0
H 1.452872 -6.008920 -2.358900 0.1 0.0 -0.1
S 2.869971 3.725049 -4.731140 0.1 0.0 0.1
H -6.007824 -0.641279 2.074154 0.1 0.1 0.1
```
Positions in Å, forces in eV/Å.

Summary:
- Charge: 0
- Orbital gap: 9.0 eV
- LUMO level: 0.35 eV

=====

No. 2
ORCA calculation (ωB97M-V with the def2-TZVPD basis set) on a structure of composition C40H36ClN3O3PS3SbTi at a distorted geometry.

Structure (XYZ):
```
89
Properties=species:S:1:pos:R:3:forces:R:3
C 4.568804 -2.302865 3.742517 -0.1 0.1 -0.1
C -0.895285 2.473395 -0.574443 -0.2 0.0 -0.1
H -1.096862 1.731653 -1.332626 0.0 0.0 0.0
C 4.107302 2.281178 -0.483057 0.2 -0.1 0.0
C 5.470716 -0.093821 -0.747650 -0.1 -0.1 0.0
H 1.305250 0.414704 -4.229366 0.0 0.0 0.1
H 3.128400 3.459054 1.705668 -0.1 -0.1 0.0
O 3.419545 3.454435 -0.378416 -0.2 0.6 0.4
H -4.806455 1.859605 -4.459270 0.0 0.0 0.1
C 0.142615 2.081685 3.762592 0.2 0.4 -0.2
C 2.285685 -2.229404 3.098634 0.0 -0.1 0.0
C -5.151803 -3.764429 -2.436064 0.0 0.1 0.1
C 1.294664 -1.583741 2.341408 0.0 0.1 -0.2
C 1.872602 -1.193392 -2.923920 0.0 0.1 0.0
H 5.992948 -1.037442 -0.858070 0.0 0.0 0.0
C 6.121815 1.095511 -1.020510 0.0 0.1 0.0
C 0.013799 3.031973 1.558832 -0.1 0.1 0.0
C 4.135322 -0.104025 -0.355503 0.1 -0.3 -0.1
H -4.745341 -2.601025 -0.672461 0.0 0.0 -0.1
C -1.198561 3.809506 -0.810851 0.0 0.0 -0.1
P -2.406756 -1.056333 -1.142258 0.8 0.1 -0.7
H -1.647294 4.096928 -1.757088 0.0 0.0 0.1
C -3.321722 0.414112 -1.762273 0.0 -0.2 0.3
H -5.687560 3.350895 -2.695395 0.1 0.0 0.0
H -3.114944 -3.970644 -5.132804 0.0 0.0 0.0
C 1.244738 0.403838 0.849184 -0.4 0.3 -0.3
C -3.822344 1.276086 -0.793256 -0.1 0.3 0.2
Cl -3.412748 1.033252 0.889558 -0.4 0.5 -0.2
C -2.739186 -2.772097 -3.391400 0.0 -0.1 0.0
C -4.694832 -4.150590 -3.688706 0.1 0.0 0.0
C -0.370797 -2.895292 3.361773 0.3 0.1 0.0
Sb -4.332864 -1.771058 2.619703 -1.1 -0.2 0.3
H 2.843086 -0.528489 1.518605 0.1 -0.1 0.0
H 2.141001 -2.786475 -1.499779 -0.1 0.1 0.0
H 1.667560 2.084931 -0.173539 0.0 0.2 -0.1
C -4.410123 -2.879317 -1.664016 -0.1 -0.1 -0.1
C 3.435368 1.088866 -0.203764 -0.3 -0.2 0.0
S -4.977392 -3.237134 4.267195 0.3 0.1 0.0
H 3.058741 5.025790 0.874194 -0.1 0.0 0.0
C -0.338618 2.050470 0.620428 0.0 -0.3 0.1
H -0.775372 2.596452 4.035833 -0.1 0.1 0.0
H -0.091749 1.055627 3.545502 -0.1 -0.5 -0.2
O 0.786359 2.742293 2.640699 0.1 -0.3 0.7
C 0.159430 -1.973057 -1.418242 0.2 0.0 -0.2
C 3.569476 4.068475 0.918641 0.0 0.0 -0.3
Ti -1.535957 -0.829499 1.376319 -1.6 -0.8 1.0
C -0.301027 4.364993 1.337489 0.0 0.1 -0.1
C -0.918990 4.760146 0.158999 0.0 0.0 0.0
C 1.943918 -3.218088 3.984527 -0.1 -0.2 0.1
C 5.424733 2.289120 -0.893844 0.1 0.0 0.0
C 0.586128 -3.544396 4.112886 0.0 0.1 -0.1
H 7.156779 1.099463 -1.339348 0.0 0.0 0.0
N 1.840651 -0.599303 1.458758 0.0 -0.7 0.5
C -4.526882 1.699911 -3.423414 0.2 -0.3 -0.2
C -4.665349 2.334331 -1.116254 0.1 0.0 0.3
H -1.398981 -3.172916 3.507362 -0.3 0.0 0.0
N 2.068705 1.206204 0.104337 0.4 0.1 -0.1
H -5.035070 2.985262 -0.331325 0.0 -0.1 -0.1
H 0.289105 -4.318736 4.813386 0.0 0.1 0.0
H 5.890918 3.245022 -1.106096 0.0 -0.1 0.0
O 3.577085 -1.798572 2.870465 0.4 0.0 0.1
C 0.985112 -0.258284 -3.439965 -0.1 0.0 0.0
C -3.484777 -3.661034 -4.162381 0.0 0.0 0.1
H 4.712740 -3.375232 3.605348 0.0 -0.1 0.0
S -2.560454 -0.296829 3.530296 0.5 0.3 -0.6
H -1.159389 5.805347 -0.007731 0.0 -0.1 0.0
H 2.696581 -3.736183 4.568519 -0.1 0.1 0.0
N -0.061845 0.660620 0.899246 0.6 0.7 -0.1
H -6.083552 -4.159909 -2.050402 0.0 0.0 0.0
C -5.015196 2.538887 -2.436553 -0.2 0.2 0.0
H 4.625124 4.227609 1.137444 0.1 0.0 0.0
C -3.201925 -2.371019 -2.140961 -0.3 0.1 0.1
H 3.634402 -1.055155 -0.216511 0.1 0.1 0.0
C -0.742400 -1.038145 -1.936393 -0.1 0.1 -0.1
H -0.162902 -2.655936 -0.640925 0.0 -0.1 0.1
H 4.307282 -2.114233 4.783780 0.0 0.0 0.1
H -0.022669 5.086332 2.099338 0.0 -0.1 -0.1
H -3.336043 -0.034299 -3.851242 -0.1 0.0 0.0
C 1.456926 -2.051370 -1.913373 -0.1 0.0 0.1
C -3.695715 0.639251 -3.079284 -0.1 0.1 -0.5
C -0.054876 -1.886547 2.415523 0.9 -0.4 0.4
H 2.887647 -1.245948 -3.304708 -0.1 0.0 0.0
H -1.788341 -2.412881 -3.765274 0.0 0.0 0.0
H -5.275185 -4.837789 -4.292274 0.0 0.0 0.0
S -2.799836 -3.017043 1.166596 0.6 0.2 0.0
H 5.492405 -1.785989 3.502461 0.1 0.1 -0.1
H 0.848815 2.125836 4.589232 0.0 0.1 -0.1
C -0.317255 -0.185990 -2.951420 0.1 0.1 -0.1
H -1.007055 0.542912 -3.368868 0.1 -0.1 0.0
```
Positions in Å, forces in eV/Å.

Summary:
- Spin multiplicity: 2
- Expectation value of S²: 0.7566
- Charge: -1
- Relative energy (zero: lowest compared OMol25 entry of this formula, charge and spin): 140.7 kJ/mol
- Orbital gap (alpha / beta): 5.0 / 5.1 eV
- LUMO level (alpha / beta): 2.03 / 2.03 eV

=====

No. 3
ORCA calculation (ωB97M-V with the def2-TZVPD basis set) on a cluster of 2 separate species, C3H7PS3 in total at a distorted geometry.

Structure (XYZ):
```
14
Properties=species:S:1:pos:R:3:forces:R:3
H 1.680498 -2.969150 0.083892 0.1 0.5 0.4
H -1.866373 1.724049 -1.367645 0.6 0.4 0.9
H 0.073341 -2.793605 -0.560895 -1.3 0.1 -1.5
C 0.693929 -2.533710 0.228857 1.4 -1.9 -0.2
C -1.189959 1.006327 0.537930 -1.4 -3.9 0.7
S 3.392367 0.347564 -0.113559 -1.3 -0.1 0.2
H -1.551295 -0.029698 0.161711 0.6 1.2 1.0
S 0.381692 0.985374 -1.729210 -0.7 0.4 0.9
H 0.250096 -2.595599 1.169225 -0.4 0.2 1.6
C -0.999342 1.760865 -0.656267 1.4 3.0 -3.2
S 0.248732 0.885542 1.549236 1.5 -0.4 -0.2
P 1.408590 0.066123 -0.103157 1.3 1.3 0.0
H -0.594937 2.823120 -0.452359 -1.0 -1.5 -0.4
H -1.927334 1.322793 1.252244 -0.7 0.6 -0.1
```
Positions in Å, forces in eV/Å.

Summary:
- Spin multiplicity: 3
- Expectation value of S²: 2.0125
- Charge: 0
- Relative energy (zero: lowest compared OMol25 entry of this formula, charge and spin): 49.1 kJ/mol
- Orbital gap (alpha / beta): 7.1 / 6.3 eV
- LUMO level (alpha / beta): 0.20 / -2.47 eV

=====

No. 4
ORCA calculation (ωB97M-V with the def2-TZVPD basis set) on a cluster of 2 separate species, C9H7I2O3 in total at a distorted geometry.

Structure (XYZ):
```
21
Properties=species:S:1:pos:R:3:forces:R:3
O 2.249980 -2.145343 -0.708824 0.6 -0.1 -0.3
C 0.458281 -0.594412 -0.636862 -1.3 0.7 -0.9
H 0.804685 -0.785978 -2.827895 0.1 0.2 0.4
H 1.517969 -0.424860 3.271169 0.2 0.7 1.1
O -2.835885 1.498697 -1.783465 -0.9 0.6 0.2
C 0.195664 -0.355497 -2.030460 -1.0 0.2 1.5
H -1.057561 0.572941 -3.332433 -0.9 0.7 -2.3
I -3.128349 4.560654 -1.041877 -0.4 3.1 0.7
C -0.915920 0.414856 -2.330785 2.7 -2.1 1.1
C -1.555064 0.621856 0.024153 -1.3 1.1 0.2
C 1.585250 -1.283036 -0.178341 -0.4 -1.3 1.3
H -2.245332 1.127375 0.784832 1.1 -1.0 -1.1
C -1.824700 0.872297 -1.374347 -0.6 0.4 0.6
H -2.920928 3.083554 -1.394608 0.3 -3.1 -0.7
O 2.977285 0.008218 1.121128 -1.6 -0.9 0.5
C 1.974479 -1.293367 2.875826 -2.0 -1.7 -3.6
H 2.835746 -1.823118 3.261423 0.3 0.9 -0.1
I 0.461914 -2.926841 3.301367 0.6 0.9 -0.3
C -0.452322 -0.092081 0.345510 1.3 0.2 0.7
H -0.196596 -0.218954 1.429310 -0.3 0.0 -1.0
C 2.071405 -0.816958 1.225180 3.4 0.6 1.9
```
Positions in Å, forces in eV/Å.

Summary:
- Charge: -1
- Orbital gap: 6.7 eV
- LUMO level: 2.25 eV

=====

No. 5
ORCA calculation (ωB97M-V with the def2-TZVPD basis set) on a structure of composition C28H26BrFIIrN4O4S.

Structure (XYZ):
```
67
Properties=species:S:1:pos:R:3:forces:R:3
C -3.177658 0.824786 0.280401 0.0 0.0 0.0
C -0.845318 0.159146 0.328129 0.0 0.0 0.0
H -3.197491 4.656994 2.238506 0.0 0.0 0.0
S 2.892912 -3.292239 1.745794 -0.2 0.3 0.3
C -3.888935 -1.736080 -0.718456 0.0 0.0 0.0
C -1.524787 -2.252259 -0.749040 0.0 0.0 0.0
C -6.313362 3.124443 0.948297 0.0 0.0 0.0
O 0.213976 -4.178666 -1.377834 0.0 0.1 -0.2
H -5.021594 -3.354864 -1.689644 0.0 0.0 0.0
Ir 3.044581 -1.679859 0.137660 0.4 0.8 -0.4
H 0.490932 1.632851 1.150150 0.0 0.0 0.0
H 7.073332 3.222811 -2.882880 0.0 0.0 0.0
H -3.483986 -2.926091 -2.556254 0.0 0.0 0.0
H 6.677912 2.194829 1.250650 0.0 0.0 0.0
H -4.079984 -0.526745 -2.562420 0.0 0.0 0.0
C 5.399886 -6.351307 1.048092 0.0 0.0 0.0
H -4.426062 -1.875951 0.211800 0.0 0.0 0.0
C -2.182865 -0.130492 0.035404 0.0 0.0 0.0
H -5.674833 -0.891715 -1.746433 0.0 0.0 0.0
C -4.637507 -1.162685 -1.887555 0.0 0.0 0.0
H 5.263448 1.646086 -3.449334 0.0 0.0 0.0
C -4.940799 5.180196 1.107815 0.0 0.0 0.0
C -0.190455 -2.035239 -0.518733 0.1 0.1 -0.1
F -1.188078 3.472912 1.729888 0.0 0.0 0.0
H -6.665051 2.432295 0.185919 0.0 0.0 0.0
C 4.145355 -4.306683 1.114015 0.1 -0.1 -0.1
C 5.342606 1.193801 -0.098161 0.0 0.0 0.0
C 0.720346 -3.151299 -0.987952 0.0 -0.1 0.3
H 3.722661 -5.999676 2.342721 0.0 0.0 0.0
H 7.020963 -6.370756 -0.393288 0.0 0.0 0.0
H -4.789671 6.156132 0.653426 0.0 0.0 0.0
C 0.201752 -0.821120 0.088496 0.0 -0.2 0.1
C -2.871797 2.054024 0.837801 0.1 0.0 0.1
H -6.661985 4.926412 -0.065353 0.0 0.0 0.0
C -3.618923 4.411621 1.260356 0.0 0.0 0.0
H 5.572930 -7.358486 1.400700 0.0 0.0 0.0
N -3.892421 2.990152 1.082051 -0.1 0.0 -0.1
H -5.460129 5.314776 2.054617 0.0 0.0 0.0
H -2.909305 4.735642 0.501191 0.0 0.0 0.0
O 2.007168 -2.949808 -1.003424 0.4 -0.1 -0.2
N 4.948878 -3.830818 0.152962 -0.1 0.1 0.0
N -2.500604 -1.369349 -0.505787 0.0 0.0 0.0
C 6.587557 2.660412 -2.097686 0.0 0.0 0.0
H -5.182001 1.498279 1.806092 0.0 0.0 0.0
C -4.256781 -2.613912 -1.868434 0.0 0.0 0.0
I 4.485587 0.148875 1.497688 -0.2 -0.3 0.0
C 6.362813 2.081302 0.221829 0.0 0.0 0.0
H -5.342525 4.097840 -0.602387 0.0 0.0 0.0
C 5.961586 -4.538691 -0.387911 0.0 0.0 0.0
H -5.145336 2.959412 2.771112 0.0 0.0 0.0
H 6.513300 -4.019797 -1.156375 0.0 0.0 0.0
C -1.518635 2.308640 1.138540 0.0 0.0 0.0
H -7.146069 3.399762 1.592673 0.0 0.0 0.0
N -5.858424 4.374260 0.234915 0.0 0.0 0.0
O 4.794230 -2.562465 -0.298392 0.0 -0.3 -0.2
O 1.374071 -0.529871 0.467413 0.0 0.0 0.1
C 4.374054 -5.606910 1.575325 0.0 0.1 0.0
C -0.532468 1.403776 0.886827 0.0 0.0 0.0
H 7.777300 3.499425 -0.519245 0.0 0.0 0.0
C 4.951201 1.048599 -1.416577 0.0 0.0 0.0
C 6.981884 2.814072 -0.776856 0.0 0.0 0.0
Br 3.573149 -0.139019 -1.984409 -0.2 -0.2 0.3
C 5.571673 1.776948 -2.421044 0.0 0.0 0.0
H -1.816334 -3.210876 -1.155595 0.0 0.0 0.0
C -5.118981 2.580439 1.743277 0.0 0.0 0.1
H -4.198416 0.600577 0.008143 0.0 0.0 0.0
C 6.211508 -5.808789 0.046751 0.0 0.0 0.0
```
Positions in Å, forces in eV/Å.

Summary:
- Charge: +2
- Relative energy (zero: lowest compared OMol25 entry of this formula, charge and spin): 0.0 kJ/mol
- Orbital gap: 7.2 eV
- LUMO level: -4.94 eV